# 1
The following is a quantum chemistry calculation of a 2-piece molecular cluster, C4H5NO3 overall at a distorted geometry, from OMol25.

Relative energy (zero: lowest compared OMol25 entry of this formula, charge and spin) in kJ/mol: 652.1
Highest occupied orbital energy in Eh: -0.401
LUMO in eV: -2.28
Gap between HOMO and LUMO in eV: 8.618

Positions of all 13 atoms, in Å:
C: 0.977 -0.849 0.510
C: -0.443 -0.150 0.163
C: -0.088 1.142 -0.549
C: -1.497 -0.711 -0.581
H: 1.822 -0.599 -1.074
H: 0.756 -1.806 1.232
H: 1.673 -0.210 1.142
H: -1.426 1.896 1.118
H: -0.897 1.897 -0.634
N: -2.588 -0.853 -1.116
O: 1.571 -1.387 -0.622
O: -0.893 0.297 1.440
O: 1.032 1.333 -1.029

Mulliken analysis output, partial charges in e: -0.69, 1.33, -0.47, 0.20, 0.36, 0.31, 0.32, 0.31, 0.40, -0.50, -0.49, -0.57, -0.52

=====

# 2
The following is a quantum chemistry calculation of C20H35Cl2N4O3SZn as an isolated structure at a distorted geometry, from OMol25.

Relative energy (zero: lowest compared OMol25 entry of this formula, charge and spin) in kJ/mol: 54.7
Highest occupied orbital energy in Eh: -0.147
Total charge: -1
LUMO in eV: 2.48
Gap between HOMO and LUMO in eV: 6.490

Positions of all 66 atoms, in Å:
O: 1.497 0.884 -1.371
C: 1.401 1.493 -2.536
C: 1.397 3.022 -2.399
C: 0.992 3.655 -1.225
H: 0.659 3.052 -0.373
C: 1.006 5.055 -1.148
H: 0.690 5.535 -0.222
C: 1.415 5.813 -2.253
H: 1.405 6.906 -2.193
C: 1.827 5.175 -3.424
H: 2.147 5.753 -4.292
C: 1.830 3.777 -3.485
H: 2.145 3.243 -4.388
H: 2.274 1.199 -3.164
C: 0.339 -0.338 -4.134
C: 0.163 0.995 -3.485
H: 0.085 -0.259 -5.203
H: -0.325 -1.100 -3.697
H: 1.389 -0.650 -4.036
C: -0.860 1.824 -3.751
C: -2.016 1.521 -4.646
H: -0.912 2.806 -3.281
H: -2.096 2.252 -5.460
H: -2.960 1.588 -4.093
H: -1.973 0.529 -5.111
Zn: -0.695 -0.145 -0.750
Cl: -0.927 1.223 0.982
Cl: -2.395 -0.644 -2.048
C: -2.691 -1.604 1.355
O: -1.508 -1.955 1.189
N: -3.533 -2.166 2.256
C: -3.201 -3.451 2.853
C: -4.894 -1.683 2.427
H: -3.142 -0.775 0.784
H: -2.118 -3.597 2.825
H: -3.698 -4.274 2.314
H: -3.567 -3.466 3.886
H: -4.934 -0.636 2.114
H: -5.188 -1.772 3.477
H: -5.605 -2.264 1.824
H: 1.931 -4.925 -0.931
H: 4.313 -3.755 -0.574
C: 1.800 -4.151 -1.696
C: 3.958 -3.004 -1.297
N: 2.500 -2.934 -1.313
H: 0.742 -3.926 -1.817
C: 1.825 -1.872 -0.851
O: 0.574 -1.812 -0.836
H: 4.369 -2.025 -1.027
H: 2.450 -1.041 -0.479
H: 2.227 -4.525 -2.631
H: 4.332 -3.294 -2.288
C: 1.274 1.236 5.833
N: 1.667 0.044 5.066
C: 0.962 -0.373 3.977
S: 1.769 -1.102 2.693
N: -0.394 -0.178 4.064
C: -1.125 -0.689 5.222
H: 0.212 1.445 5.705
H: 1.869 2.100 5.520
H: 1.490 1.044 6.886
H: 2.672 -0.065 4.917
H: -0.867 -0.284 3.161
H: -1.812 0.082 5.591
H: -1.723 -1.575 4.952
H: -0.436 -0.943 6.036

Mulliken analysis output, partial charges in e: -0.75, 0.23, -0.50, 0.07, 0.25, -0.63, 0.38, -0.34, 0.33, -0.69, 0.35, -0.07, 0.31, 0.15, -1.56, 0.35, 0.50, 0.14, 0.33, 0.35, -1.55, 0.38, 0.39, 0.29, 0.33, 1.52, -0.69, -0.70, 0.06, -0.35, 0.34, -1.04, -0.97, 0.19, 0.27, 0.31, 0.35, 0.31, 0.29, 0.33, 0.30, 0.32, -1.01, -0.92, 0.27, 0.25, 0.34, -1.00, 0.28, 0.31, 0.34, 0.31, -0.91, -0.25, 0.32, -0.39, 0.13, -0.90, 0.34, 0.32, 0.26, 0.27, -0.12, 0.30, 0.15, 0.42

=====

# 3
The following is a quantum chemistry calculation of C15H26AlF3O6P as an isolated structure at a distorted geometry, from OMol25.

Highest occupied orbital energy in Eh: -0.634
Total charge: +3
LUMO in eV: -15.43
Gap between HOMO and LUMO in eV: 1.833

Positions of all 52 atoms, in Å:
C: 3.636 -2.807 1.210
C: 2.623 -3.727 0.721
C: 1.077 -3.381 0.509
C: 0.723 -3.190 -1.058
O: 1.722 -3.209 -1.828
O: -0.581 -3.022 -1.579
C: -1.129 -1.686 -1.342
C: -0.041 -0.596 -1.788
C: -0.652 0.873 -2.104
C: -0.494 1.759 -0.771
P: 0.626 3.264 -0.943
O: -0.245 4.402 -1.569
O: 1.167 3.895 0.566
C: 0.158 3.709 1.603
C: 0.568 2.455 2.543
O: 1.949 3.064 -1.978
C: 2.649 1.797 -1.792
C: 2.939 1.392 -0.271
C: -1.661 -1.490 0.190
C: -3.211 -1.053 0.185
O: -3.387 0.309 -0.271
C: -3.839 -1.367 1.637
F: -4.862 -0.366 1.962
F: -2.916 -1.357 2.688
F: -4.489 -2.629 1.532
H: 3.995 -2.931 2.290
H: 4.126 -1.991 0.575
H: 2.947 -4.802 0.475
H: 0.422 -4.254 0.877
H: 0.757 -2.448 1.102
H: -2.065 -1.598 -1.998
H: 0.470 -1.004 -2.729
H: 0.778 -0.424 -0.987
H: -1.765 0.692 -2.356
H: -0.178 1.322 -3.036
H: -0.191 1.145 0.156
H: -1.545 2.169 -0.517
H: -0.909 3.655 1.200
H: 0.203 4.639 2.285
H: 0.437 2.721 3.656
H: 1.699 2.282 2.386
H: 0.000 1.491 2.298
H: 2.102 1.009 -2.410
H: 3.682 1.928 -2.293
H: 3.604 0.444 -0.300
H: 2.019 1.109 0.340
H: 3.587 2.205 0.202
H: -0.985 -0.813 0.810
H: -1.596 -2.547 0.658
H: -3.749 -1.732 -0.578
H: -4.144 0.263 -0.914
Al: -6.028 0.428 0.758

Mulliken analysis output, partial charges in e: -0.31, 0.00, -0.28, 0.50, -0.48, -0.37, 0.07, -0.80, -0.66, 0.25, 0.89, -0.54, -0.33, -0.27, -0.56, -0.38, -0.18, -0.44, -0.43, -0.75, -0.52, 0.84, -0.07, -0.20, -0.21, 0.35, 0.33, 0.45, 0.47, 0.29, 0.58, 0.52, 0.26, 0.28, 0.48, -0.62, 0.40, 0.27, 0.42, 0.38, 0.19, -0.02, 0.10, 0.39, 0.09, 0.07, 0.34, 0.17, 0.46, 0.58, 0.33, 0.68

=====

# 4
The following is a quantum chemistry calculation of C2H2N6 in the gas phase at a distorted geometry, from OMol25.

Relative energy (zero: lowest compared OMol25 entry of this formula, charge and spin) in kJ/mol: 190.3
Highest occupied orbital energy in Eh: -0.347
Structure (SMILES): c1nnc2[nH]nnn12
LUMO in eV: 0.45
Gap between HOMO and LUMO in eV: 9.907

Positions of all 10 atoms, in Å:
C: -0.898 -1.193 -0.710
C: -0.254 0.380 0.552
H: -0.711 -1.923 -1.575
H: 1.296 1.886 1.560
N: -1.961 -0.865 0.021
N: -1.543 0.122 0.994
N: 0.921 1.151 0.740
N: 1.708 0.943 -0.370
N: 1.289 -0.051 -0.998
N: 0.152 -0.450 -0.216

Mulliken analysis output, partial charges in e: 0.05, 0.31, 0.33, 0.34, -0.35, -0.48, -0.09, -0.18, -0.33, 0.41

=====

# 5
The following is a quantum chemistry calculation of a 12-piece molecular cluster, C13H39BNO19 overall at a distorted geometry, from OMol25.

Relative energy (zero: lowest compared OMol25 entry of this formula, charge and spin) in kJ/mol: 0.0
Highest occupied orbital energy in Eh: -0.237
Total charge: -1
LUMO in eV: 1.92
Gap between HOMO and LUMO in eV: 8.378

Positions of all 73 atoms, in Å:
O: -15.843 -8.480 -3.590
C: -15.102 -7.773 -2.974
O: -14.699 -6.557 -3.313
B: -13.914 -5.989 -2.201
O: -13.995 -6.980 -1.099
C: -14.611 -8.062 -1.536
O: -14.691 -9.130 -0.986
O: -14.416 -4.656 -1.823
C: -13.426 -3.782 -1.901
O: -13.516 -2.609 -1.677
C: -12.162 -4.521 -2.380
O: -12.474 -5.791 -2.528
O: -11.092 -4.013 -2.541
C: -9.057 -11.204 -1.393
C: -9.425 -11.659 -2.808
C: -9.379 -13.184 -2.864
C: -10.621 -13.885 -2.314
C: -11.894 -13.307 -2.888
C: -12.012 -11.789 -2.866
N: -10.741 -11.172 -3.220
O: -10.789 -9.768 -3.188
C: -13.030 -11.407 -3.967
C: -12.520 -11.313 -1.497
C: -8.405 -11.105 -3.817
H: -9.747 -11.599 -0.645
H: -9.056 -10.114 -1.281
H: -8.038 -11.499 -1.126
H: -9.198 -13.503 -3.898
H: -8.529 -13.560 -2.289
H: -10.588 -13.763 -1.221
H: -10.612 -14.966 -2.461
H: -12.769 -13.685 -2.337
H: -12.113 -13.736 -3.874
H: -13.379 -10.376 -3.954
H: -12.447 -11.574 -4.875
H: -13.912 -12.048 -3.965
H: -12.014 -11.736 -0.625
H: -12.400 -10.226 -1.441
H: -13.594 -11.392 -1.349
H: -8.812 -11.235 -4.820
H: -7.494 -11.713 -3.801
H: -8.185 -10.060 -3.621
H: -10.892 -9.537 -2.252
O: -14.920 -9.154 -6.269
H: -15.065 -8.917 -5.344
H: -15.492 -9.914 -6.405
O: -14.611 -0.640 0.836
H: -14.228 0.139 1.248
H: -13.897 -1.285 0.791
O: -17.432 -9.321 0.149
H: -16.682 -9.218 -0.449
H: -17.026 -9.358 1.019
O: -16.044 -12.075 -1.807
H: -15.700 -11.950 -0.918
H: -15.625 -11.379 -2.325
O: -9.481 -6.661 -4.556
H: -8.619 -6.550 -4.147
H: -10.110 -6.584 -3.831
O: -15.015 -5.513 1.742
H: -14.326 -5.532 1.071
H: -14.648 -5.013 2.475
O: -16.249 -1.300 -1.682
H: -15.562 -1.328 -1.005
H: -15.805 -1.614 -2.474
O: -14.260 -4.765 -6.007
H: -13.813 -4.038 -5.565
H: -14.860 -5.128 -5.346
O: -17.444 -4.273 -1.533
H: -17.457 -3.355 -1.239
H: -16.732 -4.283 -2.179
O: -11.825 -0.215 -1.177
H: -12.526 0.017 -0.563
H: -11.876 -1.177 -1.242

Mulliken analysis output, partial charges in e: -0.74, 0.93, -0.52, 1.46, -0.60, 0.52, -0.68, -0.19, 0.24, -0.55, 0.55, -0.63, -0.62, -1.78, 1.77, -1.18, -0.81, -1.45, 2.47, 0.05, -0.28, -2.15, -1.18, -2.00, 0.34, 0.34, 0.49, 0.38, 0.44, 0.33, 0.39, 0.43, 0.47, 0.24, 0.55, 0.36, 0.25, 0.10, -0.10, 0.44, 0.41, 0.35, 0.30, -0.64, 0.28, 0.29, -0.65, 0.30, 0.30, -0.68, 0.34, 0.30, -0.63, 0.32, 0.32, -0.59, 0.29, 0.30, -0.59, 0.30, 0.28, -0.64, 0.38, 0.30, -0.64, 0.30, 0.33, -0.63, 0.34, 0.25, -0.62, 0.30, 0.34

=====

# 6
The following is a quantum chemistry calculation of C15H24Cl7O13Pd as an isolated structure at a distorted geometry, from OMol25.

Relative energy (zero: lowest compared OMol25 entry of this formula, charge and spin) in kJ/mol: 0.0
Highest occupied orbital energy (spin up / spin down) in Eh: -0.460 / -0.460
Spin multiplicity: 3
Total charge: +1
LUMO (spin up / spin down) in eV: -5.54 / -9.57
Gap between HOMO and LUMO (spin up / spin down) in eV: 6.979 / 2.949

Positions of all 60 atoms, in Å:
Pd: 1.343 0.441 4.594
Cl: 0.438 0.901 0.829
O: 0.865 0.232 2.029
O: 1.411 0.677 -0.190
O: -0.820 0.334 0.390
O: 0.249 2.325 0.978
C: 0.163 3.834 -3.480
C: 0.753 2.616 -2.808
O: 1.214 1.845 -3.889
C: 0.749 2.413 -5.075
O: 0.781 1.932 -6.186
O: 0.040 3.485 -4.806
H: 0.861 4.668 -3.408
H: -0.726 4.137 -2.927
H: -0.049 2.199 -2.199
H: 1.575 2.896 -2.150
C: -0.786 -2.919 1.340
C: 0.670 -2.901 0.955
O: 0.824 -4.229 0.536
C: -0.232 -4.959 0.890
O: -0.385 -6.154 0.593
O: -1.048 -4.228 1.545
H: -1.421 -2.476 0.574
H: -0.910 -2.315 2.238
H: 1.346 -2.652 1.773
H: 0.800 -2.342 0.029
C: -3.851 -1.863 3.672
C: -3.784 -1.770 5.175
O: -2.451 -1.370 5.435
C: -1.917 -0.809 4.325
O: -0.841 -0.197 4.319
O: -2.781 -0.980 3.283
H: -4.789 -1.542 3.220
H: -3.717 -2.925 3.464
H: -4.043 -2.755 5.563
H: -4.599 -1.089 5.422
Cl: -3.245 3.196 0.780
C: -4.076 1.738 1.207
C: -5.557 1.795 0.894
Cl: -6.269 2.968 2.028
H: -3.927 1.507 2.261
H: -3.590 0.931 0.658
H: -5.960 0.786 0.977
H: -5.698 2.104 -0.141
Cl: 6.525 1.130 -0.190
C: 4.692 1.228 -0.445
C: 4.453 2.085 -1.697
Cl: 4.707 3.713 -1.288
H: 4.255 1.743 0.411
H: 4.223 0.245 -0.478
H: 3.406 2.018 -1.993
H: 5.079 1.846 -2.557
Cl: 5.247 -0.875 -3.464
C: 3.641 -1.587 -3.956
C: 2.628 -1.673 -2.792
Cl: 3.169 -3.046 -1.811
H: 3.928 -2.580 -4.303
H: 3.343 -1.036 -4.848
H: 1.623 -1.897 -3.150
H: 2.473 -0.801 -2.156

Mulliken analysis output, partial charges in e: 0.86, 1.43, -0.23, -0.19, -0.39, -0.43, -0.51, 0.39, -0.19, 0.53, -0.53, -0.32, 0.26, 0.37, -0.17, 0.17, 0.45, 0.19, -0.29, 0.56, -0.59, -0.34, 0.19, -0.42, 0.21, -0.05, -0.23, -0.42, -0.33, 0.50, -0.48, -0.21, 0.36, 0.17, 0.37, 0.27, -0.16, -0.15, -0.42, -0.16, 0.13, 0.13, 0.31, 0.34, -0.19, -0.37, 0.51, -0.18, 0.38, 0.15, -0.67, 0.34, -0.18, -0.67, 0.18, -0.19, 0.41, 0.36, 0.44, -0.32

=====

no.,total energy (hartree)
1,-435.67213
2,-4325.87430
3,-1920.51978
4,-405.78355
5,-2028.21505
6,-4912.57162